Entry 1:
Here is a cluster of 2 separate species, C4H6N2S in total at a distorted geometry from the Open Molecules 2025 dataset. Energies are from ωB97M-V/def2-TZVPD.

The geometry in ORCA input format:
```
! wB97M-V def2-TZVPD RIJCOSX def2/J DEFGRID3
* xyz 0 1
C 2.26 0.47 -0.26
C 1.88 -0.23 0.87
C 0.18 0.10 -0.35
C -2.08 -0.27 -0.96
N 1.09 0.68 -1.00
N 0.55 -0.40 0.85
S -2.89 -0.29 0.53
H 3.23 0.90 -0.43
H 2.46 -0.40 1.72
H -2.14 0.51 -1.59
H -2.04 -1.18 -1.68
H 0.00 -0.94 1.40
H -2.50 1.05 0.90
*
```

For the LUMO energy, the calculation gives 0.0059 Eh. Its highest occupied orbital energy is -8.3 eV. The value obtained for the HOMO-LUMO gap is 8.47 eV. For the relative energy (zero: lowest compared OMol25 entry of this formula, charge and spin), the calculation gives 407.5 kJ/mol.



Entry 2:
Here is the molecule C26H30FN3O6 from the Open Molecules 2025 dataset. Energies are from ωB97M-V/def2-TZVPD.

The geometry in ORCA input format:
```
! wB97M-V def2-TZVPD RIJCOSX def2/J DEFGRID3
* xyz 0 1
C 1.79 -2.44 3.01
O 0.98 -2.59 1.86
C -0.35 -2.95 2.12
C -1.17 -1.85 2.81
N -0.95 -0.58 2.15
C -0.29 0.43 2.75
O -0.12 0.49 3.95
C 0.22 1.53 1.80
N 0.37 0.99 0.45
C 1.41 0.14 0.26
O 2.39 0.09 0.99
C 1.20 -0.93 -0.81
O 0.09 -1.21 -1.24
N 2.34 -1.55 -1.11
H 3.14 -1.29 -0.54
C 2.42 -2.79 -1.85
C 2.58 -3.98 -0.90
H 2.13 -3.77 0.07
H 2.09 -4.86 -1.32
C 4.09 -4.20 -0.83
H 4.35 -5.19 -0.46
H 4.55 -3.46 -0.18
C 4.52 -3.98 -2.28
H 4.29 -4.87 -2.87
H 5.59 -3.78 -2.37
C 3.66 -2.80 -2.76
H 4.21 -1.87 -2.64
H 3.40 -2.90 -3.81
H 1.48 -2.85 -2.42
C -0.52 1.33 -0.58
C -1.89 1.37 -0.38
C -2.74 1.77 -1.40
C -2.22 2.10 -2.65
C -0.85 2.07 -2.85
C 0.00 1.71 -1.82
H 1.07 1.71 -1.97
H -0.46 2.35 -3.81
O -3.03 2.46 -3.70
C -4.38 2.13 -3.50
C -4.82 2.55 -2.09
H -4.65 3.63 -1.97
O -4.08 1.83 -1.12
H -5.87 2.32 -1.92
H -4.53 1.05 -3.61
H -4.95 2.66 -4.26
H -2.34 1.10 0.57
C -0.62 2.78 1.82
C -1.79 2.90 2.56
C -2.53 4.07 2.54
C -2.12 5.14 1.77
C -0.96 5.06 1.03
C -0.22 3.89 1.07
F 0.92 3.82 0.36
H -0.61 5.88 0.43
H -2.71 6.05 1.74
H -3.44 4.13 3.12
H -2.11 2.07 3.17
H 1.23 1.78 2.16
H -0.96 -0.63 1.14
H -0.87 -1.72 3.86
H -2.23 -2.11 2.77
H -0.40 -3.87 2.73
H -0.78 -3.15 1.13
H 1.45 -1.62 3.65
H 1.83 -3.37 3.58
H 2.79 -2.19 2.64
*
```

For the LUMO energy, the calculation gives 0.0273 Eh. Its highest occupied orbital energy is -8.0 eV. The value obtained for the HOMO-LUMO gap is 8.79 eV. Its structure (SMILES) is COCCNC(=O)[C@H](c1ccccc1F)N(C(=O)C(=O)NC1CCCC1)c1ccc2c(c1)OCCO2.



Entry 3:
Here is the molecule C5H7NO at a distorted geometry from the Open Molecules 2025 dataset. Energies are from ωB97M-V/def2-TZVPD.

The geometry in ORCA input format:
```
! wB97M-V def2-TZVPD RIJCOSX def2/J DEFGRID3
* xyz 0 1
C 0.64 -0.44 1.40
C 0.43 -0.83 -0.02
C -0.82 -0.77 -0.89
O -1.62 0.36 -0.57
C -0.92 1.50 -0.35
N 0.32 1.64 -0.14
C 1.13 0.47 0.10
H 0.03 0.21 2.02
H 1.04 -1.27 2.02
H 1.11 -1.64 -0.27
H -1.51 -1.61 -0.89
H -0.41 -0.64 -1.90
H -1.60 2.35 -0.36
H 2.17 0.67 -0.17
*
```

For the LUMO energy, the calculation gives 0.0341 Eh. Its highest occupied orbital energy is -8.9 eV. The value obtained for the HOMO-LUMO gap is 9.87 eV. For the relative energy (zero: lowest compared OMol25 entry of this formula, charge and spin), the calculation gives 234.7 kJ/mol. Its structure (SMILES) is C1=N[C@H]2C[C@H]2CO1.



Entry 4:
Here is a structure of composition C3H6Li2O5 at a distorted geometry from the Open Molecules 2025 dataset. Energies are from ωB97M-V/def2-TZVPD.

The geometry in ORCA input format:
```
! wB97M-V def2-TZVPD RIJCOSX def2/J DEFGRID3
* xyz -1 2
H 2.89 0.91 -0.33
C 2.45 0.33 0.52
C 0.99 0.07 0.17
O 0.75 -0.86 -0.85
Li 1.48 2.08 2.55
O 2.56 0.99 1.72
H 2.96 -0.66 0.52
H 0.57 1.06 -0.13
H 0.51 -0.29 1.11
C -1.99 -0.64 -0.69
O -2.23 0.21 0.22
O -2.34 -0.29 -1.97
H -1.85 0.50 -2.20
Li -1.31 1.25 1.38
O -1.81 -1.89 -0.51
H 0.08 -1.69 -0.53
*
```

For the LUMO energy (alpha / beta), the calculation gives 0.0922 / 0.0952 Eh. Its highest occupied orbital energy (alpha / beta) is -1.4 / -5.0 eV. The value obtained for the HOMO-LUMO gap (alpha / beta) is 3.95 / 7.55 eV. For the relative energy (zero: lowest compared OMol25 entry of this formula, charge and spin), the calculation gives 44.8 kJ/mol. The expectation value of S² is 0.7505.



Entry 5:
Here is a cluster of 2 separate species, C3H7O3 in total from the Open Molecules 2025 dataset. Energies are from ωB97M-V/def2-TZVPD.

The geometry in ORCA input format:
```
! wB97M-V def2-TZVPD RIJCOSX def2/J DEFGRID3
* xyz -1 1
C 1.30 0.54 -1.65
C 0.92 -0.94 -1.35
O -0.23 -1.30 -1.66
O 1.84 -1.60 -0.82
H 1.78 0.57 -2.63
H 2.00 0.94 -0.90
H 0.43 1.21 -1.71
C -1.69 0.00 1.86
O -0.30 0.07 2.03
H 0.15 0.56 1.34
H -2.05 -0.56 2.72
H -2.19 0.99 1.86
H -1.96 -0.48 0.91
*
```

For the LUMO energy, the calculation gives 0.1412 Eh. Its highest occupied orbital energy is -3.9 eV. The value obtained for the HOMO-LUMO gap is 7.72 eV. For the relative energy (zero: lowest compared OMol25 entry of this formula, charge and spin), the calculation gives 113.4 kJ/mol.



Entry 6:
Here is a structure of composition C28H35FLuN14O7 from the Open Molecules 2025 dataset. Energies are from ωB97M-V/def2-TZVPD.

The geometry in ORCA input format:
```
! wB97M-V def2-TZVPD RIJCOSX def2/J DEFGRID3
* xyz 1 1
Lu -1.27 -0.23 2.62
O -3.64 -2.14 5.00
C -2.47 -1.84 4.79
O -1.97 -0.66 4.70
C -1.46 -2.90 4.40
C -1.22 -4.12 5.00
C -0.25 -4.94 4.42
C 0.42 -4.53 3.28
C 0.14 -3.27 2.77
N -0.77 -2.49 3.34
C 0.77 -2.63 1.54
O 1.21 -3.40 0.66
O 0.67 -1.38 1.51
H -1.78 -4.43 5.87
H -0.03 -5.90 4.86
H 1.16 -5.15 2.79
C 5.19 2.18 -0.86
C 3.98 3.10 -0.95
N 2.73 2.43 -0.59
C 2.33 2.46 0.70
C 1.25 1.81 1.22
C 1.12 1.84 2.74
O 1.73 2.70 3.35
O 0.41 0.90 3.24
C 0.38 1.14 0.30
O -0.73 0.64 0.57
C 0.86 1.03 -1.08
C 0.17 0.18 -1.94
C 0.69 -0.08 -3.18
F 0.04 -0.96 -3.99
C 1.89 0.49 -3.63
C 2.54 1.38 -2.78
C 2.05 1.63 -1.49
N 2.50 0.17 -4.86
C 1.75 -0.26 -6.02
C 1.66 -1.77 -6.17
N 3.06 -2.35 -6.11
C 3.79 -1.92 -4.86
C 3.82 -0.40 -4.83
H 6.09 2.72 -1.15
H 5.08 1.31 -1.50
H 5.31 1.82 0.16
H 3.87 3.53 -1.95
H 4.09 3.95 -0.27
H 2.94 3.04 1.38
H -0.72 -0.33 -1.59
H 3.44 1.85 -3.13
H 2.25 0.15 -6.91
H 0.74 0.15 -6.01
H 1.23 -2.08 -7.12
H 1.12 -2.23 -5.34
H 3.59 -2.03 -6.93
H 3.02 -3.37 -6.16
H 4.78 -2.37 -4.89
H 3.22 -2.33 -4.02
H 4.41 -0.03 -5.68
H 4.35 -0.09 -3.92
C -1.60 4.77 1.31
N -2.89 4.18 1.60
C -4.04 5.07 1.59
C -2.95 2.90 2.07
N -1.95 2.23 2.52
N -4.22 2.33 2.03
C -4.58 1.14 2.65
N -5.93 1.10 2.93
N -3.74 0.23 2.88
H -1.73 5.54 0.55
H -0.92 4.01 0.91
H -1.14 5.22 2.19
H -4.53 5.12 0.61
H -3.70 6.08 1.84
H -4.76 4.79 2.34
H -1.14 2.84 2.62
H -4.93 2.80 1.50
H -6.34 1.96 3.26
H -6.24 0.29 3.45
H -4.12 -0.49 3.50
N -1.23 -4.40 -0.52
N -2.03 -3.64 0.34
N -2.96 -4.14 1.11
C -3.40 -3.05 1.72
N -2.74 -1.95 1.32
N -1.87 -2.36 0.41
H -1.44 -5.36 -0.26
H -0.25 -4.18 -0.24
H -4.16 -3.05 2.49
*
```

For the LUMO energy, the calculation gives -0.1135 Eh. Its highest occupied orbital energy is -10.5 eV. The value obtained for the HOMO-LUMO gap is 7.41 eV. For the relative energy (zero: lowest compared OMol25 entry of this formula, charge and spin), the calculation gives 24.7 kJ/mol.



Entry 7:
Here is the molecule C4H6N4 at a distorted geometry from the Open Molecules 2025 dataset. Energies are from ωB97M-V/def2-TZVPD.

The geometry in ORCA input format:
```
! wB97M-V def2-TZVPD RIJCOSX def2/J DEFGRID3
* xyz 0 1
C -0.96 -1.65 0.33
C 0.19 -0.51 -0.17
C 0.90 1.53 -0.16
C -0.20 0.61 0.51
H -2.00 1.05 -0.16
H -0.96 -2.60 -0.03
H -0.15 -0.29 -1.10
H 1.98 -0.97 -1.14
H 1.12 2.54 -0.27
H 0.11 0.45 1.62
N -1.66 0.48 0.62
N -2.03 -0.95 0.43
N 1.65 -0.51 -0.18
N 2.01 0.81 -0.28
*
```

For the LUMO energy, the calculation gives 0.0215 Eh. Its highest occupied orbital energy is -9.3 eV. The value obtained for the HOMO-LUMO gap is 9.85 eV. For the relative energy (zero: lowest compared OMol25 entry of this formula, charge and spin), the calculation gives 599.2 kJ/mol. Its structure (SMILES) is C1=NN[C@H]2C=NN[C@H]12.



Entry 8:
Here is a structure of composition C20H44LuNOP3S at a distorted geometry from the Open Molecules 2025 dataset. Energies are from ωB97M-V/def2-TZVPD.

The geometry in ORCA input format:
```
! wB97M-V def2-TZVPD RIJCOSX def2/J DEFGRID3
* xyz 3 1
Lu 0.66 0.18 -0.30
P 2.24 2.25 0.72
P -1.65 0.60 1.65
P -1.02 2.26 -1.28
H 1.34 -1.56 -4.28
C 1.17 -0.55 -3.89
C 1.04 -0.51 -2.37
H 1.81 -1.13 -1.84
C 3.75 1.38 1.31
C 1.73 3.18 2.22
C 2.91 3.53 -0.40
C -3.06 -0.47 1.17
C -1.32 -0.08 3.32
C -2.48 2.16 2.17
C -0.58 2.73 -3.00
C -1.07 3.95 -0.56
C -2.79 1.85 -1.61
H 2.02 0.06 -4.20
H 1.16 0.60 -2.16
H 4.39 1.14 0.45
H 3.47 0.43 1.80
H 4.31 2.00 2.02
H 1.22 2.49 2.91
H 1.02 3.98 1.96
H 2.59 3.63 2.75
H 2.97 3.11 -1.42
H 3.92 3.86 -0.10
H 2.25 4.41 -0.44
H -3.76 -0.60 2.00
H -2.65 -1.46 0.90
H -3.58 -0.07 0.30
H -2.24 -0.07 3.93
H -0.56 0.54 3.82
H -0.95 -1.10 3.25
H -3.08 2.00 3.08
H -3.11 2.58 1.39
H -1.70 2.90 2.42
H -1.19 3.60 -3.28
H -0.81 1.90 -3.69
H 0.48 2.98 -3.07
H -1.54 4.63 -1.28
H -0.04 4.29 -0.38
H -1.62 3.97 0.38
H -3.13 2.47 -2.45
H -3.42 2.05 -0.73
H -2.87 0.79 -1.89
C -0.74 -2.97 -2.65
C -1.69 -2.99 -3.69
C -2.45 -4.14 -3.90
C -2.16 -5.29 -3.14
C -1.03 -5.30 -2.30
C -0.29 -4.14 -2.03
S -0.78 -1.30 -2.11
H -1.87 -1.98 -4.06
H 0.28 -0.15 -4.38
H -3.31 -4.09 -4.57
H -2.77 -6.20 -3.26
H -0.78 -6.22 -1.76
H 0.62 -4.11 -1.42
C 2.09 -1.13 3.77
N 1.65 -2.32 3.01
C 1.69 -3.62 3.67
C 1.30 -2.24 1.74
O 1.33 -1.13 1.09
H 3.14 -0.89 3.56
H 1.99 -1.37 4.84
H 1.46 -0.27 3.53
H 0.70 -4.07 3.73
H 2.34 -4.32 3.13
H 2.08 -3.49 4.69
H 0.97 -3.16 1.25
*
```

For the LUMO energy, the calculation gives -0.3477 Eh. Its highest occupied orbital energy is -17.2 eV. The value obtained for the HOMO-LUMO gap is 7.71 eV. For the relative energy (zero: lowest compared OMol25 entry of this formula, charge and spin), the calculation gives 0.0 kJ/mol.